{"formula": "C9H11O18Pb", "method": "ωB97M-V/def2-TZVPD", "species": ["Pb", "O", "C", "O", "O", "H", "O", "C", "O", "O", "H", "O", "C", "O", "O", "H", "O", "C", "O", "O", "H", "O", "C", "O", "O", "H", "C", "C", "C", "O", "C", "O", "O", "H", "H", "H", "H", "H", "H"], "xyz": [[-0.2725, 0.7234, -0.9249], [-3.9138, 0.0052, -3.8822], [-2.5492, 0.3324, -3.7409], [-2.1269, 0.0761, -2.5599], [-1.9580, 0.7609, -4.7058], [-4.1291, -0.2101, -2.9658], [2.4906, 3.1112, 2.0951], [1.1757, 3.0939, 1.5882], [0.4765, 4.0497, 1.8394], [0.9566, 2.0703, 0.8578], [2.7838, 2.2018, 1.9795], [-0.1826, 4.7896, -3.6317], [-0.6582, 4.2721, -2.4057], [-0.9895, 5.0996, -1.5452], [-0.6428, 3.0253, -2.3501], [-0.4087, 5.7203, -3.5155], [2.6846, -1.2008, -3.2683], [2.1987, 0.0416, -3.6432], [1.4802, 0.6206, -2.8093], [2.5286, 0.4578, -4.7689], [3.1791, -1.5149, -4.0308], [-2.2212, 0.3000, 0.7547], [-3.0311, 1.4437, 0.6440], [-4.2433, 1.3017, 0.9637], [-2.4439, 2.4471, 0.2740], [-2.8120, -0.3466, 1.1580], [0.0199, -3.9707, 4.1192], [1.1726, -3.1980, 3.4885], [1.8886, -3.8260, 2.2882], [1.5573, -2.9574, 1.2162], [0.9854, -1.8170, 1.6977], [0.7613, -0.8549, 1.0562], [0.6720, -1.9664, 3.0106], [-0.4904, -3.2947, 4.8058], [0.3638, -4.7776, 4.7698], [-0.6510, -4.3045, 3.3277], [1.8971, -3.0388, 4.2968], [1.4810, -4.8244, 2.1242], [2.9709, -3.8414, 2.3927]], "forces_ev_per_a": [[-0.491, 2.516, -1.542], [-0.158, 0.006, 0.065], [0.762, -0.085, 0.616], [-0.028, -0.130, 0.106], [-0.282, -0.094, -0.495], [-0.172, -0.001, -0.024], [0.439, -0.078, 0.781], [-0.603, -0.275, -1.465], [0.107, 0.218, 0.580], [0.223, -0.151, 0.471], [0.047, 0.025, -0.331], [-0.286, 0.409, -0.169], [0.140, -1.195, 1.106], [-0.064, 0.577, -0.578], [0.262, -0.299, -0.002], [0.181, 0.039, -0.048], [0.260, -0.976, 0.509], [-0.708, 1.753, -0.741], [0.165, -0.625, 0.649], [0.512, -0.678, 0.004], [-0.029, 0.200, -0.151], [-0.092, -1.037, 0.585], [-1.489, 1.762, 0.125], [0.441, -0.898, 0.198], [0.678, -0.442, -0.391], [0.024, -0.121, -0.190], [0.200, 0.280, -0.092], [0.206, -0.381, 1.259], [-0.671, 0.204, 0.054], [0.111, -0.177, 0.031], [-0.256, 0.197, -0.354], [0.174, -0.483, 0.355], [0.414, 0.031, -0.032], [-0.225, 0.122, -0.270], [0.123, -0.291, -0.431], [-0.199, -0.185, 0.252], [0.019, 0.456, -0.173], [0.214, -0.043, -0.350], [0.052, -0.151, 0.084]], "mulliken_charge": [2.169, -0.575, 0.606, -0.729, -0.632, 0.301, -0.579, 0.487, -0.634, -0.614, 0.286, -0.481, 0.512, -0.733, -0.597, 0.240, -0.463, 0.557, -0.683, -0.747, 0.244, -0.277, 0.705, -0.851, -0.572, 0.161, -1.394, 0.463, -0.380, -0.311, 0.431, -0.416, -0.307, 0.335, 0.372, 0.359, 0.215, 0.264, 0.269], "homo_energy_ev": 0.76, "total_charge": -3, "gap_ha": 0.1535}

***

{"formula": "C45H41N5O5PS2Y", "method": "ωB97M-V/def2-TZVPD", "species": ["Y", "C", "C", "C", "C", "C", "C", "C", "S", "O", "O", "N", "C", "C", "C", "C", "C", "N", "H", "H", "H", "H", "H", "H", "H", "H", "H", "H", "H", "C", "C", "C", "C", "C", "C", "P", "C", "C", "C", "C", "C", "C", "C", "C", "C", "C", "C", "C", "C", "C", "C", "C", "H", "H", "H", "H", "H", "H", "H", "H", "H", "H", "H", "H", "H", "H", "H", "H", "C", "C", "C", "C", "C", "C", "O", "N", "C", "O", "N", "C", "O", "H", "H", "H", "H", "H", "H", "H", "H", "H", "H", "H", "S", "C", "C", "N", "C", "H", "H", "H"], "xyz": [[0.3740, -0.1012, 0.4164], [-1.9064, -8.1871, -0.4760], [-1.6052, -6.7352, -0.7342], [-1.8518, -6.1649, -1.9779], [-1.5432, -4.8347, -2.2295], [-0.9835, -4.0711, -1.2214], [-0.7304, -4.6142, 0.0335], [-1.0447, -5.9399, 0.2672], [-0.6000, -2.3753, -1.5054], [-0.9296, -2.0717, -2.8702], [0.7882, -2.1862, -1.0484], [-1.3739, -1.5210, -0.4284], [-2.3430, -0.5791, -0.7391], [-3.6209, -0.8204, -1.2332], [-4.4767, 0.2559, -1.3718], [-4.0595, 1.5301, -1.0025], [-2.7710, 1.6869, -0.5293], [-1.9245, 0.6602, -0.4277], [-2.6740, -8.5618, -1.1525], [-2.2421, -8.3471, 0.5486], [-1.0099, -8.7937, -0.6247], [-2.2909, -6.7658, -2.7654], [-1.7292, -4.3898, -3.1981], [-0.2986, -4.0014, 0.8162], [-0.8525, -6.3684, 1.2441], [-3.9233, -1.8283, -1.4815], [-5.4790, 0.1009, -1.7516], [-4.7201, 2.3823, -1.0789], [-2.3917, 2.6503, -0.2146], [1.8127, -1.0574, -6.0995], [1.2596, 0.2133, -6.0784], [1.1428, 0.9034, -4.8777], [1.5744, 0.3182, -3.6941], [2.1297, -0.9616, -3.7171], [2.2509, -1.6417, -4.9172], [1.4795, 1.1301, -2.0701], [0.7978, 2.7929, -2.3952], [-0.5393, 2.8646, -2.7915], [-1.1647, 4.0898, -2.9635], [-0.4708, 5.2679, -2.7202], [0.8545, 5.2102, -2.3154], [1.4878, 3.9827, -2.1599], [3.2383, 1.3317, -1.6469], [4.0941, 2.0092, -2.4816], [5.4685, 2.0842, -2.1920], [5.9626, 1.4429, -1.0904], [5.1182, 0.6986, -0.2351], [5.6450, -0.0160, 0.8709], [4.8140, -0.7514, 1.6597], [3.4197, -0.7808, 1.4002], [2.8341, -0.1168, 0.3439], [3.7200, 0.6358, -0.4953], [1.9032, -1.5941, -7.0354], [0.9200, 0.6755, -6.9968], [0.7186, 1.8997, -4.8738], [2.4525, -1.4280, -2.7938], [2.6802, -2.6354, -4.9257], [-1.0999, 1.9517, -2.9625], [-2.2007, 4.1214, -3.2777], [-0.9616, 6.2248, -2.8425], [1.4053, 6.1224, -2.1222], [2.5240, 3.9525, -1.8507], [3.7130, 2.4775, -3.3828], [6.1295, 2.6320, -2.8517], [7.0237, 1.4787, -0.8680], [6.7117, 0.0222, 1.0609], [5.2180, -1.3140, 2.4947], [2.8116, -1.3817, 2.0770], [-0.9832, 2.5032, 5.6292], [-2.4021, 2.1826, 5.1746], [-2.4713, 0.9863, 4.2181], [-3.9391, 0.7706, 3.7724], [-4.1592, -0.3829, 2.7999], [-2.0344, -0.2647, 4.9634], [-2.4589, -0.5599, 6.0553], [-1.1431, -1.0985, 4.3106], [-0.6217, -0.8511, 3.0604], [0.1382, -1.6782, 2.5191], [-0.9033, 0.2825, 2.4090], [-1.6663, 1.2746, 2.9487], [-1.7878, 2.3551, 2.3978], [-0.9783, 3.3265, 6.3442], [-0.3576, 2.7953, 4.7832], [-0.5182, 1.6448, 6.1219], [-2.8297, 3.0373, 4.6502], [-3.0372, 1.9579, 6.0319], [-4.2591, 1.7090, 3.3157], [-4.5275, 0.6232, 4.6803], [-3.5932, -0.2454, 1.8753], [-5.2133, -0.4543, 2.5301], [-3.8698, -1.3436, 3.2332], [-0.8839, -1.9633, 4.7631], [2.5502, 4.0312, 2.3529], [2.5151, 2.7463, 3.4807], [1.8248, 1.7041, 2.9639], [1.3204, 1.9084, 1.7011], [1.6317, 3.0960, 1.2681], [2.9980, 2.8130, 4.4409], [1.6673, 0.7560, 3.4559], [1.3276, 3.4746, 0.3028]], "forces_ev_per_a": [[0.264, -0.616, 0.327], [0.031, 0.011, -0.014], [-0.016, -0.017, 0.000], [0.004, -0.008, 0.016], [-0.007, -0.002, -0.021], [0.039, -0.008, 0.077], [-0.005, -0.029, 0.007], [-0.010, 0.001, -0.011], [0.185, -0.007, 0.446], [0.008, 0.052, -0.084], [0.042, -0.009, -0.219], [-0.396, 0.157, -0.046], [0.201, 0.121, -0.021], [-0.072, 0.005, -0.032], [-0.006, -0.068, -0.013], [0.002, 0.046, 0.010], [-0.005, -0.045, -0.007], [-0.032, 0.197, -0.024], [0.003, 0.017, 0.002], [-0.004, 0.016, -0.004], [-0.012, 0.004, 0.003], [0.003, -0.012, 0.010], [0.007, 0.010, 0.020], [-0.001, 0.013, -0.026], [-0.004, -0.004, -0.013], [0.028, 0.002, 0.003], [0.004, 0.002, 0.001], [0.011, -0.004, 0.008], [0.003, 0.008, -0.001], [0.001, 0.002, 0.015], [0.013, -0.007, 0.020], [0.003, -0.011, -0.048], [-0.018, 0.022, -0.066], [-0.023, -0.011, -0.061], [-0.003, 0.024, 0.033], [-0.128, -0.004, 0.387], [0.141, 0.107, -0.042], [-0.065, 0.021, 0.000], [0.002, -0.032, -0.006], [0.025, -0.007, 0.012], [0.004, -0.020, -0.006], [-0.062, -0.033, -0.055], [0.035, -0.022, -0.063], [-0.022, 0.012, 0.010], [-0.012, 0.014, -0.011], [0.009, -0.020, 0.008], [-0.013, 0.000, -0.008], [0.004, 0.015, -0.027], [-0.049, -0.002, 0.091], [0.144, -0.086, -0.129], [-0.211, -0.061, 0.047], [0.055, 0.015, 0.023], [-0.003, 0.003, 0.004], [0.004, -0.006, 0.003], [0.008, -0.020, -0.008], [-0.006, 0.007, -0.002], [-0.004, 0.006, -0.012], [0.016, -0.016, 0.005], [0.008, 0.005, 0.005], [0.001, -0.005, -0.002], [-0.012, -0.002, -0.008], [0.025, -0.008, 0.013], [0.006, 0.005, -0.005], [-0.009, -0.004, 0.000], [-0.008, 0.000, 0.000], [-0.006, 0.001, -0.002], [-0.007, 0.014, -0.005], [-0.032, 0.012, -0.017], [0.018, -0.006, 0.004], [0.043, 0.016, -0.004], [0.060, -0.024, -0.007], [-0.033, 0.018, 0.026], [0.022, -0.012, -0.023], [-0.036, -0.092, -0.075], [0.011, -0.004, 0.029], [0.006, 0.016, 0.035], [-0.069, 0.005, -0.248], [0.156, 0.149, -0.129], [0.007, 0.088, 0.045], [-0.172, -0.097, 0.000], [0.026, -0.017, -0.023], [-0.019, 0.004, -0.011], [-0.008, -0.009, 0.002], [-0.016, 0.004, 0.000], [0.015, 0.014, 0.005], [0.005, -0.010, 0.016], [-0.006, 0.002, -0.004], [-0.015, -0.019, -0.009], [-0.010, -0.001, 0.023], [0.001, 0.012, 0.014], [0.009, 0.021, -0.001], [-0.005, 0.003, 0.023], [0.001, 0.078, 0.017], [0.012, -0.012, -0.019], [-0.012, -0.011, -0.030], [0.029, 0.198, -0.160], [-0.126, -0.077, 0.020], [0.000, 0.001, -0.018], [0.003, 0.008, -0.008], [0.027, 0.015, 0.027]], "mulliken_charge": [-1.043, -1.466, 1.007, -0.851, -0.314, -0.476, -0.682, -0.969, 2.166, -0.831, -0.595, 0.026, -0.200, -0.940, -0.604, -1.216, -0.447, 1.068, 0.367, 0.373, 0.290, 0.357, 0.542, 0.382, 0.384, 0.553, 0.452, 0.530, 0.663, -0.580, -0.669, -0.547, 0.796, -0.562, -0.755, 2.075, 0.607, -1.013, -0.744, -0.688, -0.567, -0.942, 0.090, -0.188, -1.021, -0.846, 1.438, -0.921, -1.081, 0.087, 0.613, -0.986, 0.377, 0.417, 0.359, 0.462, 0.437, 0.750, 0.432, 0.411, 0.432, 0.505, 0.589, 0.415, 0.402, 0.374, 0.433, 0.478, -1.112, -1.499, 2.544, -1.415, -0.988, -0.191, -0.647, 0.157, -0.329, -0.622, 2.607, -1.199, -0.659, 0.521, 0.155, 0.267, 0.441, 0.500, 0.452, 0.443, 0.073, 0.535, 0.275, 0.308, -0.222, -0.435, -1.002, 1.217, -0.682, 0.501, 0.310, 0.300], "relative_energy_kcal_mol": 0.00, "homo_energy_ev": -7.62, "gap_ha": 0.2986}

***

{"formula": "C3H8S2", "method": "ωB97M-V/def2-TZVPD", "species": ["C", "C", "H", "H", "H", "H", "C", "S", "S", "H", "H", "H", "H"], "xyz": [[-1.3157, -1.7836, 1.0359], [-0.1350, -2.0518, 0.4920], [-1.4777, -1.7912, 2.1061], [-2.0987, -1.2621, 0.5041], [0.5309, -2.7056, 1.0489], [0.0520, -1.8898, -0.5561], [0.0550, 2.4489, -0.4588], [0.4930, 1.2200, -1.7234], [2.2991, 0.4800, -1.1615], [0.3830, 2.1785, 0.5417], [0.3901, 3.4453, -0.7133], [-1.0300, 2.3835, -0.4804], [1.8539, -0.6721, -0.6353]], "forces_ev_per_a": [[0.248, 1.338, 0.155], [-0.746, -1.176, 0.309], [-0.020, -0.748, 0.066], [-0.002, 0.028, -0.302], [0.449, 0.557, -0.030], [0.031, -0.007, -0.215], [-0.293, -0.489, -0.029], [-0.075, 0.224, -0.051], [0.281, -0.086, -0.012], [0.130, -0.172, -0.094], [0.087, 0.109, -0.101], [-0.166, 0.370, 0.147], [0.076, 0.051, 0.160]], "mulliken_charge": [-0.613, -0.457, 0.249, 0.246, 0.232, 0.346, -0.734, -0.061, -0.173, 0.284, 0.312, 0.251, 0.116], "smiles": "C=C.CSS", "relative_energy_kcal_mol": 31.52, "homo_energy_ev": -8.99, "gap_ha": 0.3554}

***

{"formula": "C5H6O2", "method": "ωB97M-V/def2-TZVPD", "species": ["C", "C", "C", "C", "O", "C", "O", "H", "H", "H", "H", "H", "H"], "xyz": [[1.0466, -0.6264, -1.8907], [0.5156, -0.7415, -0.8153], [-0.3072, -0.5803, 0.3937], [0.5031, -0.4919, 1.6811], [-1.1157, 0.6148, 0.3099], [-1.0594, 1.4517, -0.7551], [-1.7320, 2.4388, -0.8093], [1.4711, -0.4481, -2.8514], [-1.0189, -1.4108, 0.4598], [1.2760, 0.2737, 1.5914], [0.9817, -1.4455, 1.9223], [-0.1751, -0.2118, 2.4899], [-0.3545, 1.1401, -1.5339]], "forces_ev_per_a": [[-0.169, -0.217, 0.626], [0.228, 0.110, -0.629], [0.138, -0.117, -0.065], [0.005, 0.050, 0.008], [-0.056, 0.185, -0.135], [-0.165, 0.193, 0.062], [0.060, -0.209, 0.143], [0.129, -0.223, 0.059], [0.107, 0.109, -0.042], [-0.070, -0.040, -0.009], [-0.112, 0.103, -0.118], [0.098, -0.082, -0.045], [-0.193, 0.139, 0.145]], "mulliken_charge": [-0.169, -0.465, 0.560, -1.211, -0.279, 0.270, -0.473, 0.395, 0.152, 0.325, 0.367, 0.333, 0.196], "smiles": "C#C[C@@H](C)OC=O", "relative_energy_kcal_mol": 52.30, "homo_energy_ev": -10.17, "gap_ha": 0.4049}